Arrangement a

A gas-phase ion, C3H10N5 (charge +1). Source: the Open Molecules 2025 dataset; level of theory: ωB97M-V with the def2-TZVPD basis set.

Output
charge: +1
HOMO-LUMO gap: 8.4 eV
SMILES: NC(N)C/C=N\N=[NH2+]

Last column: natural (NBO) charge in e.
Geometry (Å):
C -0.671 -1.650 0.126  0.202
C 0.771 -1.274 0.184  -0.493
C 1.086 0.136 -0.502  0.097
N -1.641 -0.928 -0.137  -0.088
N 0.243 1.044 0.214  -0.870
N 2.468 0.373 -0.260  -0.840
N -2.906 0.905 0.121  -0.477
N -2.177 0.085 -0.560  0.194
H -0.863 -2.645 0.386  0.230
H 1.197 -1.280 1.183  0.262
H 1.315 -2.126 -0.321  0.267
H 1.093 -0.062 -1.509  0.211
H 0.775 1.117 1.072  0.365
H 2.823 0.885 -1.025  0.372
H 2.773 0.866 0.548  0.367
H -3.133 1.009 1.092  0.411
H -3.400 1.564 -0.424  0.411
H 0.249 1.980 -0.187  0.380



Arrangement b

A gas-phase ion, C3H10N5 (charge +1). Source: the Open Molecules 2025 dataset; level of theory: ωB97M-V with the def2-TZVPD basis set.

Output
charge: +1
HOMO-LUMO gap: 9.1 eV
SMILES: NCC/C(N)=N\N=[NH2+]

Last column: natural (NBO) charge in e.
Geometry (Å):
C 0.199 1.159 -0.091  0.504
C 1.326 0.281 -0.564  -0.462
C 1.391 -0.988 0.240  -0.217
N -1.083 0.868 -0.121  -0.208
N 0.110 -1.585 0.060  -0.872
N 0.438 2.401 0.433  -0.756
N -2.759 -0.693 -0.010  -0.511
N -2.025 0.237 -0.630  0.167
H 1.358 0.022 -1.656  0.263
H 2.146 0.976 -0.306  0.232
H 2.361 -1.514 0.156  0.219
H 1.525 -0.586 1.327  0.191
H 0.121 -2.484 0.547  0.387
H 1.487 2.626 0.515  0.415
H -0.189 3.161 0.650  0.442
H -2.572 -1.192 0.848  0.411
H -3.656 -0.898 -0.479  0.423
H -0.178 -1.791 -0.919  0.372



Arrangement c

2 unconnected molecules or ions with the total composition C3H10N5. Source: the Open Molecules 2025 dataset; level of theory: ωB97M-V with the def2-TZVPD basis set.

Output
charge: +1
HOMO-LUMO gap: 9.2 eV

Last column: natural (NBO) charge in e.
Geometry (Å):
C 2.362 0.245 -0.131  0.283
C -1.446 -0.817 -0.543  0.309
C 0.498 0.601 1.214  0.469
N 2.175 -1.012 0.044  -0.688
N -0.952 0.414 -0.769  -0.837
N 1.476 1.118 0.422  -0.582
N -2.271 -1.493 -1.336  -0.787
N -0.350 1.248 1.970  -0.691
H 3.105 0.850 -0.718  0.195
H -1.212 -1.358 0.391  0.165
H 0.513 -0.461 1.091  0.261
H 2.810 -1.730 -0.485  0.406
H -1.091 0.750 -1.784  0.367
H 1.517 2.116 0.098  0.436
H -2.712 -2.399 -1.084  0.420
H -2.777 -1.048 -2.160  0.416
H -0.440 2.200 1.538  0.419
H -1.204 0.776 2.243  0.437



Short version: arrangement a is the least stable of them.



Arrangement a

2 unconnected molecules or ions with the total composition C3H10N5. Source: the Open Molecules 2025 dataset; level of theory: ωB97M-V with the def2-TZVPD basis set.

Output
charge: +1
HOMO-LUMO gap: 12.0 eV

Last column: natural (NBO) charge in e.
Geometry (Å):
C 0.309 -0.339 -0.570  0.378
C 0.508 -1.126 -1.810  -0.680
C 2.441 -0.959 0.700  -0.410
N -0.716 0.364 -0.216  -0.343
N -0.417 0.978 0.930  -0.162
N 0.690 0.597 1.390  0.035
N 1.173 -0.232 0.509  -0.141
N -2.743 1.713 0.648  -0.891
H 0.327 -2.154 -1.639  0.255
H 1.482 -1.098 -2.170  0.246
H -0.125 -0.921 -2.664  0.271
H 2.343 -1.923 1.115  0.234
H 2.807 -1.017 -0.295  0.221
H 3.078 -0.256 1.378  0.256
H -1.760 1.332 0.932  0.444
H -3.073 0.780 0.599  0.422
H -2.974 2.129 -0.215  0.436
H -3.348 2.130 1.379  0.429



Arrangement b

A gas-phase ion, C3H10N5 (charge +1). Source: the Open Molecules 2025 dataset; level of theory: ωB97M-V with the def2-TZVPD basis set.

Output
charge: +1
HOMO-LUMO gap (spin up / spin down): 8.4 / 8.4 eV

Last column: natural (NBO) charge in e.
Geometry (Å):
C -1.283 -0.269 -0.976  0.274
C 2.228 -0.140 -0.244  -0.457
C -1.171 1.040 -0.126  -0.293
N -1.303 -1.479 -0.524  -0.323
N -0.718 -1.981 0.592  -0.208
N 0.598 -1.480 0.621  -0.005
N 0.904 -0.680 -0.280  -0.171
N -1.302 0.821 1.327  -0.821
H -1.448 -0.247 -2.035  0.237
H 2.874 -0.647 -1.050  0.250
H 1.936 0.878 -0.405  0.233
H 2.737 -0.281 0.652  0.201
H -1.907 1.772 -0.480  0.232
H -0.203 1.473 -0.161  0.239
H 1.313 -1.669 1.331  0.433
H -1.630 -2.246 -1.148  0.433
H -2.103 0.291 1.554  0.371
H -1.386 1.718 1.690  0.375



Short version: arrangement b is the least stable of them.



Arrangement a

9 unconnected molecules or ions with the total composition C27H54O27. Source: the Open Molecules 2025 dataset; level of theory: ωB97M-V with the def2-TZVPD basis set.

Output
HOMO-LUMO gap: 10.8 eV
SMILES: COC(=O)OC.COC(=O)OC.COC(=O)OC.COC(=O)OC.COC(=O)OC.COC(=O)OC.COC(=O)OC.COC(=O)OC.COC(=O)OC

Last column: Mulliken charge in e.
Geometry (Å):
C 3.298 -3.234 7.252  -0.650
O 3.148 -2.031 6.481  -0.319
C 4.105 -1.636 5.570  0.819
O 5.082 -2.291 5.261  -0.605
O 3.704 -0.516 5.007  -0.234
C 4.556 0.251 4.080  -0.353
H 4.278 -3.508 7.644  0.304
H 2.924 -4.076 6.669  0.237
H 2.664 -3.158 8.135  0.268
H 5.082 1.062 4.584  0.320
H 3.951 0.590 3.239  0.092
H 5.359 -0.375 3.691  0.155
C -10.595 0.925 -1.993  -0.659
O -9.223 0.499 -2.169  -0.315
C -8.277 0.376 -1.269  0.770
O -8.485 0.411 -0.058  -0.612
O -7.036 0.302 -1.738  -0.306
C -5.876 0.114 -0.947  -0.685
H -11.013 1.172 -1.017  0.330
H -11.257 0.199 -2.462  0.266
H -10.767 1.809 -2.608  0.277
H -6.036 -0.108 0.108  0.378
H -5.140 0.895 -1.136  0.299
H -5.364 -0.824 -1.163  0.267
C 3.024 5.210 -7.424  -0.660
O 2.490 3.981 -6.938  -0.270
C 1.684 4.014 -5.820  0.679
O 1.451 4.881 -4.949  -0.577
O 1.239 2.777 -5.650  -0.302
C 0.823 2.311 -4.373  -0.558
H 3.612 5.733 -6.670  0.290
H 2.260 5.931 -7.715  0.298
H 3.658 5.182 -8.310  0.274
H 1.631 2.439 -3.652  0.275
H 0.608 1.243 -4.344  0.236
H -0.039 2.931 -4.124  0.302
C 2.036 -3.518 3.234  -0.365
O 1.481 -4.113 2.102  -0.384
C 1.819 -3.682 0.871  0.877
O 2.638 -2.762 0.635  -0.494
O 1.084 -4.376 0.000  -0.394
C 0.997 -4.038 -1.387  -0.373
H 1.971 -4.177 4.100  0.213
H 1.636 -2.540 3.500  0.302
H 3.087 -3.283 3.062  0.073
H 1.452 -3.052 -1.479  0.186
H -0.008 -3.994 -1.806  0.098
H 1.524 -4.653 -2.117  0.286
C 2.944 6.367 6.464  -0.701
O 2.703 5.285 5.564  -0.326
C 1.450 5.008 5.168  0.804
O 0.430 5.588 5.588  -0.625
O 1.490 3.974 4.426  -0.229
C 0.392 3.249 3.910  -0.377
H 3.615 6.116 7.286  0.243
H 2.004 6.883 6.656  0.350
H 3.402 7.185 5.908  0.269
H -0.138 2.727 4.707  0.355
H 0.576 2.568 3.079  0.012
H -0.319 3.955 3.481  0.254
C -2.095 -1.929 -2.050  -0.827
O -1.173 -1.607 -1.005  -0.322
C -0.460 -0.566 -1.102  0.746
O -0.386 0.253 -2.002  -0.586
O 0.336 -0.612 0.035  -0.203
C 1.299 0.390 0.280  -0.335
H -2.868 -1.166 -2.138  0.417
H -2.499 -2.921 -1.845  0.270
H -1.565 -1.995 -3.000  0.367
H 0.764 1.304 0.538  0.122
H 1.972 0.451 -0.576  0.154
H 1.864 0.127 1.174  0.107
C -3.248 0.750 1.224  -0.797
O -2.311 1.767 1.436  -0.194
C -2.570 2.999 0.956  0.736
O -3.519 3.273 0.264  -0.602
O -1.807 3.842 1.531  -0.201
C -2.018 5.243 1.335  -0.846
H -3.468 0.237 2.160  0.310
H -3.008 0.133 0.359  0.204
H -4.200 1.239 1.018  0.390
H -1.188 5.909 1.573  0.294
H -2.892 5.679 1.819  0.338
H -2.230 5.450 0.286  0.374
C 6.151 -2.998 1.365  -0.431
O 6.362 -2.162 0.249  -0.337
C 5.680 -1.045 0.248  0.818
O 5.151 -0.514 1.257  -0.497
O 5.718 -0.516 -0.990  -0.377
C 4.893 0.543 -1.360  -0.359
H 6.353 -2.500 2.314  0.270
H 6.812 -3.856 1.238  0.286
H 5.139 -3.388 1.478  0.019
H 5.425 1.494 -1.347  0.343
H 4.026 0.662 -0.709  -0.016
H 4.680 0.436 -2.424  0.279
C -1.393 -6.684 -4.383  -0.598
O -2.485 -6.143 -5.171  -0.338
C -3.237 -5.165 -4.701  0.879
O -3.125 -4.671 -3.575  -0.604
O -4.151 -4.869 -5.572  -0.337
C -5.091 -3.806 -5.419  -0.547
H -1.039 -7.459 -5.064  0.231
H -1.726 -7.099 -3.432  0.306
H -0.597 -5.954 -4.238  0.262
H -5.957 -4.240 -4.918  0.277
H -5.503 -3.519 -6.387  0.227
H -4.608 -2.995 -4.874  0.243



Arrangement b

9 unconnected molecules or ions with the total composition C27H54O27. Source: the Open Molecules 2025 dataset; level of theory: ωB97M-V with the def2-TZVPD basis set.

Output
HOMO-LUMO gap: 11.0 eV
SMILES: COC(=O)OC.COC(=O)OC.COC(=O)OC.COC(=O)OC.COC(=O)OC.COC(=O)OC.COC(=O)OC.COC(=O)OC.COC(=O)OC

Last column: Mulliken charge in e.
Geometry (Å):
C -22.722 -25.744 -21.147  -0.636
O -24.088 -25.441 -20.913  -0.081
C -24.434 -24.702 -19.900  0.733
O -23.720 -24.469 -18.838  -0.678
O -25.706 -24.240 -19.888  -0.265
C -26.271 -23.365 -18.903  -1.056
H -22.206 -24.766 -21.286  0.161
H -22.438 -26.465 -21.910  0.157
H -22.293 -26.068 -20.175  0.449
H -27.162 -22.983 -19.193  0.377
H -25.644 -22.644 -18.368  0.331
H -26.490 -23.900 -18.126  0.490
C -21.284 -24.263 -28.807  -0.780
O -20.600 -23.133 -28.261  -0.191
C -19.418 -22.767 -28.721  0.673
O -18.932 -23.269 -29.800  -0.608
O -18.682 -21.821 -28.038  -0.291
C -17.327 -21.562 -28.477  -0.579
H -22.152 -24.590 -28.156  0.108
H -20.846 -25.234 -28.810  0.411
H -21.432 -24.069 -29.824  0.468
H -16.821 -20.763 -27.763  0.215
H -17.449 -20.945 -29.408  0.281
H -16.668 -22.472 -28.484  0.273
C -20.850 -23.172 -24.875  -0.611
O -20.954 -22.230 -23.731  -0.413
C -22.011 -22.215 -22.890  0.826
O -22.884 -23.114 -23.067  -0.584
O -22.004 -21.399 -21.908  -0.396
C -22.954 -21.265 -20.922  -0.798
H -20.878 -24.269 -24.581  0.215
H -20.208 -22.742 -25.623  0.364
H -21.713 -23.288 -25.461  0.344
H -24.032 -21.554 -21.176  0.243
H -23.115 -20.480 -20.334  0.530
H -22.811 -22.070 -20.185  0.285
C -23.709 -27.910 -28.787  -0.652
O -23.364 -27.024 -27.756  0.049
C -24.307 -26.778 -26.852  0.587
O -25.389 -27.264 -26.877  -0.573
O -23.903 -25.964 -25.861  -0.046
C -24.633 -25.895 -24.567  -0.539
H -24.527 -28.558 -28.487  0.001
H -22.851 -28.340 -29.027  0.496
H -24.174 -27.171 -29.641  0.101
H -25.702 -25.299 -25.039  0.143
H -24.077 -25.312 -23.939  0.422
H -24.864 -26.942 -24.074  0.092
C -25.215 -23.811 -29.618  -0.730
O -25.405 -25.144 -29.853  -0.190
C -26.594 -25.707 -30.201  0.702
O -27.612 -25.068 -30.273  -0.554
O -26.350 -27.020 -30.627  -0.216
C -27.551 -27.572 -31.147  -0.770
H -24.196 -23.569 -29.966  0.171
H -25.426 -23.682 -28.533  0.253
H -25.862 -23.154 -30.093  0.460
H -28.315 -27.431 -30.440  0.381
H -27.516 -28.704 -31.152  0.223
H -27.822 -27.291 -32.236  0.271
C -20.564 -27.206 -24.839  -0.818
O -21.784 -27.670 -24.427  -0.032
C -22.413 -28.756 -25.027  0.839
O -21.917 -29.203 -26.120  -0.728
O -23.330 -29.213 -24.381  -0.274
C -24.055 -30.322 -24.933  -1.251
H -20.335 -26.113 -24.506  0.152
H -20.209 -27.021 -25.795  0.385
H -19.813 -28.116 -24.574  0.252
H -25.141 -30.111 -24.663  0.082
H -23.612 -31.126 -24.790  0.952
H -24.024 -30.276 -25.950  0.392
C -22.599 -31.837 -29.673  -0.655
O -22.588 -32.743 -30.785  -0.283
C -22.097 -34.002 -30.650  0.720
O -21.953 -34.647 -29.558  -0.577
O -21.847 -34.660 -31.838  -0.284
C -21.194 -35.871 -31.932  -0.635
H -22.800 -32.220 -28.554  0.154
H -23.390 -30.946 -29.631  0.201
H -21.718 -31.519 -29.351  0.553
H -21.249 -36.302 -33.093  0.230
H -21.744 -36.780 -31.581  0.288
H -20.056 -35.892 -31.693  0.275
C -27.042 -25.956 -22.188  -0.808
O -26.856 -27.095 -23.079  -0.091
C -27.410 -28.218 -22.707  0.509
O -27.870 -28.490 -21.478  -0.630
O -27.281 -29.263 -23.638  0.008
C -27.858 -30.482 -23.403  -0.717
H -26.844 -24.879 -22.677  0.209
H -26.427 -26.047 -21.256  0.199
H -27.987 -25.805 -21.698  0.581
H -28.966 -30.353 -23.053  0.280
H -27.231 -30.731 -22.522  0.329
H -27.871 -31.342 -24.168  0.194
C -25.294 -34.183 -28.061  -0.811
O -25.789 -33.210 -27.283  -0.309
C -26.214 -32.047 -27.965  0.732
O -26.397 -31.852 -29.178  -0.610
O -26.447 -31.135 -27.081  -0.063
C -27.166 -29.940 -27.375  -0.747
H -25.163 -33.998 -29.113  0.366
H -25.977 -35.013 -27.946  0.333
H -24.292 -34.505 -27.746  0.263
H -26.848 -29.328 -28.299  0.067
H -27.044 -29.203 -26.649  0.449
H -28.243 -29.981 -27.724  0.286



Short version: arrangement b is the least stable of them.